The following is a quantum chemistry calculation of an isolated molecule of C5H12N2, from the OMol25 dataset.

Output
LUMO energy   1.12 eV
SMILES string   C=CCCNCN
Energy above the lowest of the compared OMol25 structures with the same formula, charge and spin   175.66 kJ/mol
2S+1   1
HOMO   -8.88 eV
HOMO-LUMO gap   10.00 eV

Each line ends with the Mulliken charge.
Geometry (Å):
C 0.427 0.153 -0.645  -0.525
C 0.189 -1.204 -1.353  -0.556
C -0.964 -1.834 -0.610  -0.276
C -2.225 -1.625 -1.031  -0.751
N 0.691 0.058 0.775  -0.305
C 1.323 1.207 1.344  -0.487
N 0.459 2.435 1.311  -0.627
H -0.430 0.833 -0.892  0.210
H 1.347 0.561 -1.102  0.357
H 0.108 -1.048 -2.443  0.353
H 1.088 -1.823 -1.266  0.295
H -0.857 -2.087 0.436  0.370
H -3.114 -2.032 -0.551  0.305
H -2.417 -1.457 -2.105  0.236
H -0.161 -0.175 1.271  0.234
H 2.199 1.443 0.751  0.367
H 1.625 1.084 2.396  0.342
H -0.349 2.402 1.927  0.209
H 1.060 3.109 1.787  0.248


The following is a quantum chemistry calculation of an isolated molecule of C5H12N2, from the OMol25 dataset.

Output
LUMO energy   1.03 eV
SMILES string   C=C(C)[C@@H](C)NN
Energy above the lowest of the compared OMol25 structures with the same formula, charge and spin   169.57 kJ/mol
2S+1   1
HOMO   -8.98 eV
HOMO-LUMO gap   10.01 eV

Each line ends with the Mulliken charge.
Geometry (Å):
C 0.379 -0.106 0.221  0.479
C 0.532 -1.437 -0.535  -1.408
C -2.129 -0.455 0.502  -1.399
N 1.375 0.885 -0.181  -0.215
C -1.019 0.451 0.054  0.492
N 2.683 0.694 0.322  -0.700
C -1.254 1.654 -0.442  -1.073
H 1.439 0.917 -1.196  0.304
H 0.538 -0.289 1.295  0.241
H 2.986 -0.283 0.285  0.257
H 2.690 0.988 1.296  0.261
H 1.570 -1.771 -0.510  0.380
H 0.239 -1.306 -1.576  0.346
H -0.080 -2.216 -0.090  0.359
H -3.062 0.097 0.580  0.416
H -1.900 -0.895 1.471  0.320
H -2.274 -1.267 -0.210  0.291
H -2.258 2.032 -0.542  0.306
H -0.456 2.305 -0.746  0.343


The following is a quantum chemistry calculation of an isolated molecule of C5H12N2, from the OMol25 dataset.

Output
LUMO energy   1.02 eV
SMILES string   C=CC[C@H](N)CN
Energy above the lowest of the compared OMol25 structures with the same formula, charge and spin   135.15 kJ/mol
2S+1   1
HOMO   -8.77 eV
HOMO-LUMO gap   9.79 eV

Each line ends with the Mulliken charge.
Geometry (Å):
N -0.051 0.102 2.066  -0.701
C -0.056 0.347 0.622  0.364
C 1.281 -0.053 0.031  -0.829
C 1.555 0.423 -1.378  -0.160
C 0.871 1.330 -2.059  -0.768
C -1.255 -0.360 -0.109  -0.629
N -1.862 -1.452 0.586  -0.509
H 0.770 -0.394 2.374  0.217
H -0.863 -0.436 2.328  0.293
H -0.151 1.427 0.492  0.168
H 1.423 -1.136 0.006  0.325
H 2.108 0.364 0.630  0.366
H 2.417 -0.081 -1.810  0.304
H 0.040 1.865 -1.609  0.220
H 1.170 1.506 -3.080  0.269
H -0.872 -0.608 -1.100  0.392
H -1.982 0.426 -0.377  0.314
H -1.672 -2.378 0.229  0.175
H -2.798 -1.329 0.923  0.189